1.
Entry from OMol25: a structure of composition C17H20N3OY in a non-equilibrium geometry (ωB97M-V/def2-TZVPD).

Electronic energy (eV): -25512.399
Net charge: -2
F_max (eV/A): 4.16

Atoms and positions in Å:
Y -0.81 -0.51 0.29
C -3.10 -0.03 0.80
C -2.44 -0.24 2.05
C -1.51 0.82 2.26
H -2.57 -1.09 2.70
C -1.59 1.70 1.13
C -2.57 1.18 0.23
H -2.85 1.61 -0.71
H -3.82 -0.68 0.35
H -0.80 0.88 3.07
H -0.97 2.56 0.97
C -1.12 -2.06 -1.51
C -1.80 -0.86 -1.88
C -0.82 0.17 -2.06
H -2.87 -0.74 -1.97
C 0.47 -0.41 -1.84
C 0.28 -1.79 -1.48
H 1.05 -2.48 -1.18
H -1.59 -2.99 -1.23
H -1.00 1.20 -2.31
H 1.40 0.12 -1.86
O 0.96 0.36 0.88
C 3.00 1.94 -0.48
C 3.13 1.14 0.75
C 2.32 3.23 -0.44
C 3.78 1.55 -1.67
C 2.20 -0.08 0.82
H 2.91 1.75 1.65
H 4.15 0.75 0.87
H 2.40 -0.75 -0.04
H 2.38 -0.67 1.73
H 2.98 4.05 -0.09
H 1.46 3.21 0.26
H 1.94 3.55 -1.43
H 4.81 1.95 -1.66
H 3.33 1.91 -2.61
H 3.89 0.45 -1.76
N -1.71 -2.54 1.07
C -2.59 -3.24 1.48
N -3.54 -3.87 2.02
C -4.11 -5.02 1.60
N -4.61 -6.01 1.23

Results of the natural (NBO) charge analysis, in e, for atoms 1 through 5: Y 1.764; C -0.398; C -0.351; C -0.345; H 0.235

2.
Entry from OMol25: an isolated molecule of C3H3ClS in a non-equilibrium geometry (ωB97M-V/def2-TZVPD).

Electronic energy (eV): -26515.332
SMILES string: C=CC(=S)Cl
F_max (eV/A): 3.09

Atoms and positions in Å:
C -0.02 -0.17 -1.28
C -0.55 -0.10 -0.04
C 0.13 0.08 1.23
S -0.19 0.48 2.83
Cl 1.93 -0.04 0.92
H -0.77 -0.29 -2.01
H 1.05 0.18 -1.51
H -1.59 -0.14 -0.15

Results of the natural (NBO) charge analysis, in e, for atoms 1 through 5: C -0.254; C -0.338; C -0.118; S 0.106; Cl -0.058

3.
Entry from OMol25: the ion C4H3N4O4 with charge +1 in a non-equilibrium geometry (ωB97M-V/def2-TZVPD).

Electronic energy (eV): -18332.057
Net charge: +1
SMILES string: [H]/N=C1\O[N+](/N=C/O)=NC(=O)C1=O
F_max (eV/A): 4.37

Atoms and positions in Å:
H -1.98 1.76 1.56
N -1.79 1.93 0.60
C -1.24 1.03 -0.10
O -0.85 -0.16 0.39
N 0.46 -0.59 -0.44
N 1.48 -0.90 0.22
C 1.54 -1.29 1.49
O 2.67 -1.04 2.09
N 0.26 -0.64 -1.64
C -0.79 -0.01 -2.24
O -1.57 -0.46 -3.00
C -0.93 1.35 -1.56
O -0.82 2.39 -2.06
H 0.72 -1.98 1.73
H 2.83 -1.39 2.97

Results of the natural (NBO) charge analysis, in e, for atoms 1 through 5: H 0.378; N -0.488; C 0.371; O -0.368; N 0.412

4.
Entry from OMol25: a cluster of 2 separate species, C3HF2NO in total in a non-equilibrium geometry (ωB97M-V/def2-TZVPD).

Electronic energy (eV): -12096.431
F_max (eV/A): 4.57

Atoms and positions in Å:
C 0.77 -0.63 0.33
C -0.72 2.25 -0.40
C -0.29 -1.23 -0.22
N 1.57 0.00 0.96
O -1.87 2.26 -0.27
F -1.56 -1.13 -0.04
F -0.06 -2.37 -0.99
H 2.16 0.85 0.64

Results of the natural (NBO) charge analysis, in e, for atoms 1 through 5: C 0.230; C 0.498; C 0.546; N -0.558; O -0.500

Among the records above, which one has the lowest electronic energy?
C3H3ClS

Which of these has the highest F_max?
C3HF2NO

What is the electronic energy in the fourth record?
-12096.431 eV

The lowest electronic energy belongs to which entry?
C3H3ClS